(1)
Formula: C28H28F3N3O2PdSb
Source: the OMol25 dataset
Level of theory: wB97M-V/def2-TZVPD

```
! wB97M-V def2-TZVPD RIJCOSX def2/J DEFGRID3
* xyz 3 1
Pd -0.334 -0.654 -0.536
O -1.962 -0.921 -3.862
C -1.721 -1.392 -2.794
O -0.629 -1.870 -2.261
C -2.868 -1.480 -1.741
C -4.170 -1.750 -2.119
C -5.094 -1.939 -1.100
C -4.694 -1.833 0.230
C -3.385 -1.506 0.516
N -2.494 -1.339 -0.479
H -4.437 -1.809 -3.164
H -6.123 -2.167 -1.346
H -5.394 -1.993 1.038
H -3.036 -1.379 1.532
C 1.442 -5.543 -0.623
C 2.058 -4.115 -0.586
C 2.950 -3.910 -1.811
C 2.813 -3.882 0.716
N 0.903 -3.203 -0.705
N 0.232 -2.722 0.288
H 2.277 -6.245 -0.616
H 0.863 -5.709 -1.532
H 0.819 -5.727 0.254
H 3.720 -4.678 -1.827
H 3.438 -2.935 -1.775
H 2.380 -3.984 -2.740
H 3.717 -4.488 0.709
H 2.246 -4.191 1.601
H 3.123 -2.838 0.811
H 0.395 -3.143 -1.607
H 0.724 -2.825 1.183
H -0.743 -3.037 0.342
F -3.982 5.854 0.558
C -3.149 4.844 0.718
C -3.665 3.593 1.013
C -2.786 2.538 1.190
C -1.415 2.760 1.074
C -0.907 4.023 0.772
C -1.786 5.073 0.581
Sb -0.006 1.201 1.310
C 1.442 2.216 2.454
C 0.900 3.059 3.432
C 1.742 3.703 4.316
C 3.108 3.474 4.220
F 3.912 4.062 5.076
C 3.659 2.628 3.261
C 2.817 1.972 2.390
C 0.700 1.279 -0.773
C -0.257 1.594 -1.773
C 0.156 1.829 -3.066
C 1.525 1.805 -3.345
F 1.918 2.064 -4.560
C 2.493 1.516 -2.377
C 2.079 1.202 -1.105
H -4.735 3.467 1.113
H -3.173 1.557 1.437
H 0.159 4.191 0.681
H -1.435 6.065 0.331
H -0.169 3.220 3.500
H 1.359 4.357 5.088
H 4.731 2.495 3.220
H 3.243 1.304 1.655
H -1.304 1.726 -1.521
H -0.548 2.053 -3.858
H 3.541 1.539 -2.648
H 2.818 0.946 -0.360
*
```

highest occupied orbital energy (spin up / spin down) = -17.10 / -17.09 eV
F_max = 2.497 eV/Å
ΔE to the lowest compared entry with this formula, charge and spin = 1.329 eV
frontier orbital gap (spin up / spin down) = 0.155 / 0.152 hartree
calculated total energy = -56192.9319 eV



(2)
Formula: C28H28F4N4O2Y
Source: the OMol25 dataset
Level of theory: wB97M-V/def2-TZVPD

```
! wB97M-V def2-TZVPD RIJCOSX def2/J DEFGRID3
* xyz -1 1
Y -0.426 -0.058 0.230
C 1.108 2.652 -1.578
C 0.789 1.631 -2.668
N 0.525 0.241 -2.246
C -0.330 -0.366 -3.304
C -0.677 -1.834 -3.107
C 1.759 -0.551 -2.092
C 2.689 -0.064 -0.998
N 1.948 0.080 0.243
C 2.605 0.405 1.368
C 1.909 0.340 2.600
F 0.620 -0.102 2.559
C 2.445 0.656 3.818
F 1.673 0.548 4.915
C 3.760 1.069 3.945
C 4.481 1.133 2.771
F 5.770 1.532 2.815
C 3.951 0.818 1.537
F 4.775 0.943 0.465
H 1.073 3.650 -2.020
H 2.087 2.522 -1.126
H 0.366 2.626 -0.781
H 1.594 1.625 -3.419
H -0.115 1.967 -3.179
H 0.176 -0.234 -4.275
H -1.250 0.216 -3.330
H 0.164 -2.498 -3.307
H -1.476 -2.092 -3.806
H -1.030 -2.034 -2.091
H 2.310 -0.578 -3.046
H 1.455 -1.566 -1.841
H 3.184 0.857 -1.314
H 3.482 -0.814 -0.908
H 4.193 1.329 4.899
C 0.071 -4.609 -0.232
C -1.398 -4.341 -0.055
C -2.331 -5.360 -0.167
C -3.696 -5.129 -0.008
C -4.109 -3.830 0.267
C -3.204 -2.783 0.381
C -3.671 -1.387 0.659
C -1.802 -2.994 0.217
N -0.905 -1.983 0.302
H 0.293 -5.675 -0.126
H 0.647 -4.035 0.496
H 0.418 -4.287 -1.221
H -1.983 -6.370 -0.373
H -4.416 -5.935 -0.094
H -5.170 -3.625 0.397
H -4.743 -1.363 0.871
H -3.481 -0.725 -0.192
H -3.142 -0.962 1.521
O -1.195 1.992 1.706
C -1.831 2.328 0.711
N -1.870 1.549 -0.408
C -2.632 2.194 -1.370
O -2.850 1.819 -2.497
C -3.124 3.502 -0.782
C -3.914 4.498 -1.312
C -4.199 5.594 -0.498
C -3.700 5.671 0.799
C -2.902 4.655 1.320
C -2.631 3.581 0.501
H -4.293 4.419 -2.323
H -4.817 6.399 -0.875
H -3.938 6.534 1.409
H -2.506 4.702 2.327
*
```

highest occupied orbital energy = -3.16 eV
F_max = 2.073 eV/Å
ΔE to the lowest compared entry with this formula, charge and spin = 0.000 eV
frontier orbital gap = 0.190 hartree
calculated total energy = -51463.5576 eV



(3)
Formula: C28H28N2RhSi
Source: the OMol25 dataset
Level of theory: wB97M-V/def2-TZVPD

```
! wB97M-V def2-TZVPD RIJCOSX def2/J DEFGRID3
* xyz 1 5
C 1.515 -3.805 1.226
C 0.743 -3.551 0.044
C 1.527 -2.725 -0.822
H -0.258 -3.926 -0.158
C 2.776 -2.455 -0.179
C 2.771 -3.126 1.091
H 3.587 -3.142 1.811
H 1.211 -4.423 2.070
H 1.221 -2.361 -1.802
H 3.597 -1.865 -0.586
Rh 1.240 -1.832 0.955
C 0.338 -0.095 0.001
H 1.102 0.360 -0.646
H 0.015 0.595 0.795
H -0.514 -0.460 -0.591
Si -1.609 3.074 -1.969
C -3.230 2.277 -2.348
C -3.284 0.988 -2.902
H -2.361 0.452 -3.140
C -4.524 0.386 -3.152
H -4.559 -0.614 -3.584
C -5.710 1.063 -2.848
H -6.674 0.589 -3.035
C -5.656 2.352 -2.302
H -6.579 2.883 -2.067
C -4.422 2.959 -2.051
H -4.373 3.965 -1.629
C -0.478 2.859 -3.413
C -0.928 2.957 -4.740
H -1.976 3.185 -4.952
C -0.033 2.759 -5.799
H -0.390 2.826 -6.827
C 1.312 2.474 -5.541
H 2.007 2.312 -6.366
C 1.768 2.408 -4.218
H 2.816 2.194 -4.011
C 0.883 2.620 -3.157
H 1.239 2.595 -2.124
H -1.067 2.457 -0.735
H -1.775 4.534 -1.763
C 4.359 0.554 3.226
C 4.080 0.296 4.573
C 2.911 -0.387 4.906
C 2.056 -0.823 3.883
N 2.382 -0.607 2.584
C 3.480 0.084 2.250
C 0.794 -1.556 4.117
C 0.301 -1.885 5.391
C -0.908 -2.572 5.493
C -1.606 -2.912 4.329
C -1.041 -2.604 3.091
N 0.117 -1.941 3.006
H 5.252 1.088 2.914
H 4.760 0.630 5.353
H 2.632 -0.601 5.937
H 3.646 0.243 1.184
H 0.887 -1.591 6.260
H -1.305 -2.833 6.471
H -2.560 -3.430 4.355
H -1.503 -2.899 2.145
*
```

highest occupied orbital energy (spin up / spin down) = -7.91 / -11.16 eV
F_max = 11.876 eV/Å
⟨S²⟩ = 6.04
ΔE to the lowest compared entry with this formula, charge and spin = 0.131 eV
frontier orbital gap (spin up / spin down) = 0.167 / 0.156 hartree
calculated total energy = -43343.1163 eV



(4)
Formula: C28H28N2SiTi
Source: the OMol25 dataset
Level of theory: wB97M-V/def2-TZVPD

```
! wB97M-V def2-TZVPD RIJCOSX def2/J DEFGRID3
* xyz 1 2
C -1.009 -0.955 -0.755
C -0.052 -1.983 -0.437
C 0.318 -1.843 0.942
H 0.307 -2.758 -1.109
C -0.443 -0.756 1.490
C -1.252 -0.196 0.440
H -2.005 0.578 0.567
H -1.501 -0.823 -1.717
H 1.007 -2.487 1.485
H -0.484 -0.477 2.538
Ti 0.882 0.107 -0.077
C 4.497 0.173 -2.021
H 4.820 0.505 -1.028
H 4.425 1.021 -2.707
H 5.224 -0.554 -2.407
Si 2.805 -0.674 -2.002
C 2.074 -0.725 -3.740
C 1.056 -1.670 -3.969
H 0.916 -2.515 -3.287
C 0.165 -1.515 -5.030
H -0.647 -2.230 -5.167
C 0.317 -0.427 -5.905
H -0.383 -0.290 -6.731
C 1.368 0.483 -5.714
H 1.497 1.312 -6.413
C 2.238 0.343 -4.625
H 3.039 1.068 -4.456
C 3.181 -2.412 -1.423
C 3.171 -3.480 -2.325
H 2.962 -3.292 -3.382
C 3.440 -4.778 -1.875
H 3.436 -5.609 -2.580
C 3.713 -5.004 -0.520
H 3.902 -6.022 -0.167
C 3.751 -3.927 0.377
H 3.987 -4.110 1.425
C 3.502 -2.627 -0.075
H 3.570 -1.785 0.625
H 2.625 0.284 -0.683
H 1.212 -0.609 -1.726
C 2.303 1.982 3.628
C 2.128 3.344 3.347
C 1.573 3.709 2.119
C 1.237 2.725 1.177
N 1.455 1.400 1.469
C 1.951 1.037 2.673
C 0.653 3.017 -0.141
C 0.446 4.318 -0.628
C -0.091 4.511 -1.900
C -0.487 3.397 -2.649
C -0.311 2.121 -2.115
N 0.316 1.937 -0.927
H 2.702 1.639 4.580
H 2.420 4.104 4.069
H 1.401 4.751 1.858
H 2.065 -0.036 2.846
H 0.746 5.150 0.009
H -0.196 5.518 -2.302
H -0.932 3.492 -3.637
H -0.656 1.217 -2.628
*
```

highest occupied orbital energy (spin up / spin down) = -10.62 / -10.84 eV
F_max = 3.222 eV/Å
⟨S²⟩ = 0.76
ΔE to the lowest compared entry with this formula, charge and spin = 0.052 eV
frontier orbital gap (spin up / spin down) = 0.246 / 0.250 hartree
calculated total energy = -63458.1120 eV



(5)
Formula: C28H28N5O2S4Se2Te2Tm
Source: the OMol25 dataset
Level of theory: wB97M-V/def2-TZVPD

```
! wB97M-V def2-TZVPD RIJCOSX def2/J DEFGRID3
* xyz -2 3
Tm -1.410 -0.471 -1.453
C 1.332 -1.105 2.785
C 1.048 -1.301 1.324
N 0.705 -0.248 0.631
N 0.774 -0.226 -0.718
C 1.996 -0.156 -1.324
S 2.332 -0.367 -2.940
S 3.344 -0.196 -0.247
C 4.726 0.828 -0.999
C 6.021 0.061 -0.600
C 7.177 0.273 -1.402
C 8.329 -0.376 -1.089
C 8.419 -1.266 -0.035
C 7.288 -1.547 0.766
C 6.119 -0.781 0.592
C 1.114 -2.658 0.775
C 1.983 -3.559 1.442
C 2.139 -4.827 0.924
C 1.585 -5.115 -0.337
C 0.671 -4.316 -0.989
C 0.334 -3.071 -0.387
O -0.727 -2.413 -0.794
H 0.993 -0.083 3.161
H 2.415 -1.185 3.046
H 0.858 -1.922 3.413
H 4.692 1.810 -0.536
H 4.695 0.885 -2.105
H 7.045 0.968 -2.191
H 9.152 -0.287 -1.779
H 9.345 -1.798 0.173
H 7.273 -2.294 1.526
H 5.342 -0.665 1.338
H 2.586 -3.102 2.249
H 2.872 -5.539 1.397
H 2.035 -6.020 -0.838
H 0.066 -4.589 -1.835
Se -4.566 -0.300 -2.783
Te -5.226 -2.552 -3.529
Te -2.841 -3.827 -4.603
Se -0.985 -2.379 -4.123
N -0.176 2.255 -2.895
C -0.598 3.254 -3.709
C -1.734 2.824 -4.408
C -1.968 1.545 -3.981
N -1.037 1.179 -3.003
H 0.794 2.052 -2.609
H -0.086 4.174 -3.736
H -2.310 3.438 -5.043
H -2.734 0.884 -4.412
C -7.258 4.389 3.140
C -6.275 3.484 2.464
C -5.340 3.936 1.532
C -4.255 3.154 1.188
C -4.158 1.809 1.663
C -5.253 1.203 2.274
C -6.254 2.080 2.735
S -2.665 0.821 1.439
C -1.546 2.038 2.230
O -2.184 0.953 -0.065
H -8.000 4.806 2.425
H -6.767 5.288 3.566
H -7.729 3.879 4.010
H -5.414 4.954 1.153
H -3.519 3.500 0.515
H -5.281 0.120 2.546
H -7.097 1.716 3.328
H -1.830 3.111 1.901
H -0.566 1.750 1.963
H -1.665 1.900 3.314
S -3.694 -2.625 0.281
C -2.616 -3.696 0.942
N -1.839 -4.459 1.345
*
```

highest occupied orbital energy (spin up / spin down) = -0.19 / -0.18 eV
F_max = 4.085 eV/Å
⟨S²⟩ = 2.00
ΔE to the lowest compared entry with this formula, charge and spin = 1.237 eV
frontier orbital gap (spin up / spin down) = 0.126 / 0.126 hartree
calculated total energy = -259187.5399 eV



(6)
Formula: C28H29AsBF8LuN5OPS
Source: the OMol25 dataset
Level of theory: wB97M-V/def2-TZVPD

```
! wB97M-V def2-TZVPD RIJCOSX def2/J DEFGRID3
* xyz 1 2
Lu 0.343 0.040 1.505
C -0.501 0.670 3.983
C 0.643 1.474 3.858
C 0.450 2.355 2.780
C -0.847 2.125 2.257
C -1.432 1.071 3.002
H -0.674 -0.073 4.743
H 1.506 1.430 4.501
H 1.068 3.201 2.525
H -1.360 2.794 1.587
H -2.463 0.769 2.966
N -2.044 -2.463 0.125
P -0.378 -2.180 -0.082
C -0.074 -2.113 -1.871
C -0.728 -2.965 -2.759
C -0.436 -2.916 -4.112
C 0.524 -2.027 -4.587
C 1.182 -1.178 -3.710
C 0.877 -1.215 -2.353
C 0.208 -3.857 0.336
C 1.310 -4.400 -0.322
C 1.805 -5.640 0.051
C 1.204 -6.350 1.082
C 0.107 -5.817 1.742
C -0.385 -4.570 1.378
C -2.946 -1.411 0.189
C -4.312 -1.627 -0.025
C -5.161 -0.547 0.020
C -4.637 0.723 0.262
C -3.285 0.828 0.472
N -2.436 -0.213 0.456
H -2.421 -3.354 -0.158
H -1.463 -3.677 -2.398
H -0.954 -3.572 -4.800
H 0.757 -1.999 -5.644
H 1.929 -0.487 -4.081
H 1.375 -0.541 -1.665
H 1.778 -3.857 -1.135
H 2.664 -6.053 -0.465
H 1.596 -7.316 1.376
H -0.360 -6.364 2.552
H -1.225 -4.150 1.916
H -4.674 -2.627 -0.228
H -6.223 -0.683 -0.144
H -5.266 1.602 0.288
H -2.841 1.795 0.672
N 4.224 0.245 -0.199
C 3.325 1.002 0.437
N 3.752 2.031 1.187
O 2.098 0.779 0.290
H 5.211 0.347 -0.045
H 3.896 -0.590 -0.653
H 4.716 2.123 1.457
H 3.059 2.514 1.732
F 0.544 -1.778 2.803
As 2.361 -1.957 2.860
F 2.255 -1.809 1.107
F 2.218 -3.628 2.823
F 4.046 -1.965 2.763
F 2.287 -1.840 4.537
F 2.374 -0.186 2.753
F -0.244 1.186 -0.626
B -0.311 2.349 -1.303
F -1.132 2.347 -2.323
S 0.600 3.734 -0.649
C -0.132 5.109 -1.464
N 0.784 6.038 -1.978
C 0.327 7.149 -2.680
C -0.990 7.337 -2.886
C -1.944 6.407 -2.366
C -1.474 5.298 -1.666
H 1.753 5.966 -1.732
H 1.089 7.821 -3.046
H -1.314 8.202 -3.450
H -3.003 6.564 -2.504
H -2.170 4.573 -1.261
*
```

highest occupied orbital energy (spin up / spin down) = -7.86 / -11.11 eV
F_max = 1.164 eV/Å
⟨S²⟩ = 0.77
ΔE to the lowest compared entry with this formula, charge and spin = 0.824 eV
frontier orbital gap (spin up / spin down) = 0.214 / 0.333 hartree
calculated total energy = -176010.6312 eV



(7)
Formula: C28H29B2BiN9O8
Source: the OMol25 dataset
Level of theory: wB97M-V/def2-TZVPD

```
! wB97M-V def2-TZVPD RIJCOSX def2/J DEFGRID3
* xyz -1 1
Bi 0.358 -0.137 0.799
O -0.538 -2.480 -3.099
C 0.231 -2.032 -2.237
O -0.057 -1.635 -1.088
C 1.745 -1.912 -2.623
C 1.976 -0.346 -2.705
C 3.307 0.118 -3.277
C 4.217 -0.224 -2.075
C 3.319 -0.816 -1.013
O 2.088 0.042 -1.265
C 2.767 -2.186 -1.479
C 2.274 -3.136 -0.350
O 1.759 -4.186 -0.747
O 2.472 -2.743 0.838
H 1.928 -2.293 -3.646
H 1.174 0.235 -3.018
H 3.551 -0.476 -4.199
H 3.309 1.191 -3.619
H 5.053 -0.903 -2.275
H 4.628 0.680 -1.696
H 3.589 -0.765 0.058
H 3.610 -2.754 -1.937
C -2.760 2.152 3.428
C -2.400 1.148 2.541
N -1.098 1.034 2.508
N -0.538 1.975 3.385
C -1.590 2.671 3.904
B 0.999 2.227 3.423
N 1.596 0.874 3.793
C 1.072 -0.084 4.562
C 1.940 -1.137 4.508
C 3.064 -0.735 3.756
N 2.840 0.514 3.304
N 1.524 2.759 2.100
C 2.129 3.904 1.810
C 2.383 3.987 0.449
C 1.800 2.798 -0.041
N 1.315 2.089 0.924
H -3.683 2.504 3.807
H -2.960 0.511 1.895
H -1.363 3.406 4.710
H 1.223 3.059 4.313
H 0.054 -0.097 4.909
H 1.697 -2.138 4.854
H 3.889 -1.279 3.290
H 2.454 4.596 2.585
H 2.759 4.864 -0.053
H 1.645 2.293 -0.974
C -3.751 -2.560 -1.771
N -2.861 -2.922 -0.618
C -2.204 -4.095 -0.642
C -1.291 -4.322 0.345
C -0.853 -3.175 1.130
N -1.445 -1.985 1.031
C -2.508 -1.838 0.166
O -3.096 -0.760 0.024
N 0.161 -3.308 2.025
H -3.144 -1.857 -2.444
H -4.566 -2.068 -1.337
H -4.119 -3.415 -2.251
H -2.336 -4.743 -1.416
H -0.841 -5.274 0.327
H 0.946 -3.914 1.744
H 0.435 -2.486 2.498
O -1.887 2.099 -0.339
B -1.156 0.994 -0.661
O -1.293 0.757 -2.025
C -2.280 1.579 -2.479
C -2.901 1.746 -3.689
C -3.806 2.751 -3.884
C -4.200 3.555 -2.817
C -3.608 3.355 -1.545
C -2.645 2.388 -1.432
H -2.579 1.153 -4.514
H -4.235 2.819 -4.868
H -4.922 4.393 -2.928
H -3.767 3.998 -0.665
*
```

highest occupied orbital energy = -5.37 eV
F_max = 4.529 eV/Å
ΔE to the lowest compared entry with this formula, charge and spin = 0.211 eV
frontier orbital gap = 0.294 hartree
calculated total energy = -66496.4739 eV